A cluster of 2 separate species, C6H16NO2 in total at a distorted geometry, computed with ωB97M-V/def2-TZVPD.

ORCA input file:
```
! RIJCOSX wB97M-V def2-TZVPD def2/J DEFGRID3
* xyz -1 1
C -0.5941 0.7441 1.8788
N 0.4659 0.3548 0.9416
C -0.0506 -0.2946 -0.2515
C 0.4751 0.4466 -1.4970
C -0.0856 -0.0157 -2.8798
O -1.2646 -0.8622 -2.8094
C 0.4232 -1.7624 -0.3822
C -0.9444 2.2266 1.8075
H -0.2078 0.5415 2.8768
H -1.4643 0.1158 1.7305
H 1.0742 -0.3368 1.5273
H -1.1343 -0.2520 -0.3821
H 1.5577 0.3232 -1.5858
H 0.3543 1.5359 -1.4754
H 0.6433 -0.5526 -3.4838
H -0.5016 0.8428 -3.3718
H 1.0533 -1.9005 -1.2617
H -0.4188 -2.4472 -0.5642
H -1.1409 -1.4648 -2.0662
H -0.6711 2.7805 0.8955
H -0.5203 2.7852 2.6573
H -2.0142 2.4409 1.9197
H 0.9012 -2.1367 0.5307
H 2.3962 -1.7930 2.8253
O 1.6681 -1.3194 2.4199
*
```

Summary:
ΔE to the lowest compared entry with this formula, charge and spin = 40.0 kcal/mol
Lowest unoccupied orbital energy = 0.13234 hartree
Electronic energy = -443.4017 Eh
Gap between HOMO and LUMO = 7.2 eV